[1]
Below is C34H38BrF5HgI2NO3Sb2 as an isolated structure at a distorted geometry, with properties calculated with ωB97M-V/def2-TZVPD.

The value obtained for the largest force on an atom is 1.4 eV/A. Its multiplicity is 2. Its net charge is -2. The orbital gap (spin up / spin down) is 5.8 / 5.0 eV. The energy above the lowest of the compared OMol25 structures with the same formula, charge and spin comes out at 166.5 kJ/mol. For the LUMO energy (spin up / spin down), the calculation gives 3.51 / 2.75 eV.

```
87
Properties=species:S:1:pos:R:3:forces:R:3:mulliken_charge:R:1
Hg -0.818 1.455 0.197 0.010 -0.989 -0.567 1.761
C -2.541 2.577 -2.370 0.268 -0.205 -0.520 0.962
C -3.269 2.245 -1.157 -0.608 -0.125 -0.346 -0.396
C -3.706 0.887 -1.278 0.080 -0.277 0.135 0.766
C -3.254 0.408 -2.492 -0.248 -0.223 0.605 0.752
C -2.555 1.472 -3.184 0.282 0.906 0.153 1.157
C -2.046 1.352 -4.579 -0.072 0.076 0.200 -1.443
C -3.364 -0.979 -3.012 -0.047 0.115 0.118 -1.575
C -4.603 0.153 -0.323 0.050 0.134 -0.140 -1.789
C -3.848 3.248 -0.211 0.347 -0.206 -0.008 -1.423
C -1.965 3.919 -2.695 -0.079 -0.122 0.024 -1.878
H -2.871 1.482 -5.286 0.017 0.006 -0.117 0.399
H -1.611 0.370 -4.752 0.049 -0.048 -0.086 0.270
H -1.294 2.111 -4.783 0.098 0.024 -0.115 0.334
H -3.907 -1.013 -3.960 -0.009 -0.051 -0.059 0.299
H -3.867 -1.621 -2.292 -0.055 -0.083 -0.028 0.446
H -2.362 -1.376 -3.185 0.077 -0.098 -0.061 0.168
H -4.224 -0.852 -0.122 -0.068 0.023 0.098 0.333
H -5.612 0.061 -0.744 0.017 -0.064 0.082 0.402
H -4.666 0.687 0.623 0.009 -0.101 0.062 0.287
H -4.876 3.463 -0.519 -0.070 0.020 -0.007 0.321
H -3.288 4.181 -0.229 0.013 -0.002 0.090 0.363
H -3.874 2.871 0.812 0.053 -0.017 0.016 0.245
H -1.024 3.818 -3.234 0.068 0.036 -0.033 0.261
H -1.768 4.493 -1.792 0.074 0.048 0.044 0.323
H -2.652 4.495 -3.321 0.016 0.122 -0.024 0.352
C 3.456 -1.754 -1.852 -0.299 0.152 0.220 -1.265
Sb 1.824 -1.868 -0.407 0.439 -0.702 -0.122 0.887
C 1.086 -3.720 -1.296 0.001 0.339 0.158 -1.409
C 3.151 -3.049 0.957 -0.544 -0.059 -0.277 -1.907
C 4.227 -2.218 1.517 0.335 0.132 0.143 0.955
C 5.475 -2.236 0.896 0.176 0.039 -0.126 -0.673
C 6.522 -1.434 1.311 0.158 -0.034 -0.042 -0.660
C 6.350 -0.621 2.418 0.141 0.059 0.082 -0.573
C 5.135 -0.625 3.076 0.196 -0.027 0.068 -0.685
C 4.051 -1.382 2.636 0.467 -0.111 -0.163 0.824
C 2.772 -1.230 3.334 -0.515 0.107 0.088 -1.624
Sb 1.579 0.425 2.481 0.324 0.640 0.773 0.268
C 0.617 0.705 4.414 -0.024 -0.091 -0.390 -1.482
C 3.128 1.916 2.874 -0.150 -0.291 -0.175 -1.363
H 3.767 -2.758 -2.127 0.012 -0.180 -0.001 0.384
H 4.295 -1.232 -1.403 0.106 0.114 0.071 0.389
H 3.148 -1.218 -2.742 -0.099 0.111 -0.162 0.296
H 1.910 -4.302 -1.698 0.164 -0.055 -0.023 0.373
H 0.391 -3.482 -2.092 -0.149 0.060 -0.165 0.302
H 0.570 -4.299 -0.536 -0.103 -0.097 0.128 0.409
H 3.561 -3.864 0.364 0.003 -0.089 -0.078 0.601
H 2.495 -3.467 1.717 -0.078 -0.063 0.112 0.635
H 5.623 -2.895 0.050 -0.047 -0.040 -0.074 0.322
H 7.469 -1.452 0.784 -0.035 -0.022 0.001 0.373
H 7.157 0.011 2.768 0.006 -0.011 0.028 0.376
H 5.010 -0.018 3.962 -0.044 0.096 0.023 0.357
H 2.920 -0.956 4.376 -0.007 0.016 0.123 0.667
H 2.135 -2.108 3.284 -0.084 -0.146 0.024 0.445
H 1.316 1.128 5.131 0.131 0.010 0.015 0.488
H 0.282 -0.272 4.750 -0.058 -0.152 0.078 0.425
H -0.245 1.355 4.327 -0.122 0.137 -0.090 0.355
H 3.281 2.074 3.939 0.030 -0.057 0.120 0.332
H 2.853 2.861 2.417 -0.134 0.082 -0.042 0.411
H 4.046 1.561 2.412 0.134 0.062 -0.008 0.366
I -0.178 3.547 1.611 -0.122 0.574 -0.063 -0.350
I 0.425 6.029 3.316 0.153 0.439 0.350 -0.693
Br -6.773 -1.219 5.217 0.090 -0.015 -0.047 -0.244
C -5.086 -1.685 4.455 -0.181 -0.029 0.042 -0.068
C -4.596 -2.965 4.649 -0.294 0.067 0.130 -0.123
N -3.441 -3.359 4.143 0.142 -0.506 0.096 -0.668
C -2.735 -2.487 3.441 0.183 0.318 -0.124 -0.166
C -3.144 -1.180 3.203 0.003 0.106 -0.050 -0.092
C -4.370 -0.769 3.712 0.120 -0.112 0.026 -0.230
C -2.288 -0.219 2.378 -0.245 -0.234 0.311 0.275
O -2.786 0.885 2.129 -0.386 0.470 -0.191 -0.830
O -1.170 -0.642 2.027 0.351 -0.321 -0.485 -0.477
H -5.149 -3.698 5.222 -0.110 0.041 0.058 0.367
H -1.789 -2.830 3.043 0.044 0.081 -0.059 0.624
H -4.726 0.233 3.521 0.066 0.046 -0.008 0.548
F 2.518 1.812 -6.519 -0.096 -0.072 0.227 -0.376
C 1.945 1.371 -5.368 -0.023 -0.053 -0.075 0.460
C 1.873 2.193 -4.247 0.078 -0.037 -0.275 0.277
F 2.385 3.441 -4.314 -0.131 -0.292 0.043 -0.378
C 1.298 1.729 -3.084 -0.128 0.060 0.454 -0.586
F 1.265 2.537 -1.996 0.043 -0.122 -0.403 -0.323
C 0.740 0.426 -2.941 0.535 0.444 -1.097 1.354
O 0.252 -0.018 -1.869 -0.867 -0.181 1.078 -0.848
C 0.828 -0.357 -4.127 0.003 -0.032 0.254 -0.402
F 0.305 -1.608 -4.101 0.095 0.140 -0.053 -0.475
C 1.420 0.086 -5.289 0.102 0.149 -0.193 0.527
F 1.487 -0.733 -6.366 -0.026 0.246 0.220 -0.394
```
Forces are in eV/Å.


[2]
Below is a 2-piece molecular cluster, C4H10N2O overall at a distorted geometry, with properties calculated with ωB97M-V/def2-TZVPD.

The value obtained for the largest force on an atom is 2.2 eV/A. Its net charge is 0. The orbital gap (spin up / spin down) is 7.1 / 7.8 eV. The energy above the lowest of the compared OMol25 structures with the same formula, charge and spin comes out at 485.7 kJ/mol. For the LUMO energy (spin up / spin down), the calculation gives -0.38 / -0.15 eV.

```
17
Properties=species:S:1:pos:R:3:forces:R:3:mulliken_charge:R:1
C -0.227 -0.113 1.134 0.007 -0.469 -0.173 0.057
C 0.445 -1.426 0.905 0.042 0.008 0.008 -1.299
C -1.693 0.019 0.870 0.042 0.085 -0.100 -1.165
H 0.098 0.365 2.058 0.067 0.079 -0.118 0.423
H 0.380 1.372 0.542 0.373 0.197 -0.475 0.257
H 0.087 -1.901 -0.009 -0.003 0.014 0.008 0.307
H -1.977 -0.487 -0.050 0.019 -0.027 0.035 0.302
H 1.528 -1.301 0.840 -0.046 -0.002 -0.016 0.369
H 0.236 -2.087 1.755 -0.016 0.031 -0.029 0.408
H -1.999 1.063 0.789 0.011 -0.007 0.015 0.342
H -2.246 -0.422 1.710 0.077 0.027 -0.027 0.396
N 0.603 0.652 -2.553 1.616 0.254 1.343 -0.460
N -0.004 0.877 -1.371 -0.189 -0.132 -0.203 -0.177
C 0.893 0.928 -0.377 0.452 0.115 -0.001 0.460
O 2.124 0.719 -0.467 -0.803 -0.012 0.459 -0.741
H 0.079 1.014 -3.336 0.380 -0.104 0.002 0.237
H 1.674 0.727 -2.440 -2.030 -0.056 -0.727 0.284
```
Forces are in eV/Å.


[3]
Below is a 2-piece molecular cluster, C5H10F3NO2S overall at a distorted geometry, with properties calculated with ωB97M-V/def2-TZVPD.

The value obtained for the largest force on an atom is 3.8 eV/A. Its net charge is 0. The orbital gap (spin up / spin down) is 7.4 / 9.3 eV. The energy above the lowest of the compared OMol25 structures with the same formula, charge and spin comes out at 57.3 kJ/mol. For the LUMO energy (spin up / spin down), the calculation gives -2.20 / -0.67 eV.

```
22
Properties=species:S:1:pos:R:3:forces:R:3:mulliken_charge:R:1
C 2.017 -0.995 -1.001 -2.097 -1.508 -0.959 -0.863
C 0.866 -1.911 0.906 -2.317 -2.550 0.123 -0.803
C -1.014 2.647 0.479 2.073 2.401 2.097 -1.087
C -0.776 0.189 -0.735 0.918 -1.091 0.148 -0.835
C -1.911 -0.539 -0.151 -2.659 -1.047 1.802 1.002
N 0.839 -1.739 -0.481 0.081 2.728 -0.986 -0.196
O 0.822 0.944 1.241 -0.288 0.015 -0.975 -0.650
O 1.043 2.088 -0.961 -1.015 -1.323 0.219 -0.623
F -1.921 -0.589 1.219 0.734 0.565 -0.741 -0.249
F -3.154 0.051 -0.423 1.477 -0.237 -0.381 -0.283
F -2.051 -1.840 -0.510 0.442 1.188 -0.534 -0.246
S 0.194 1.412 0.014 0.559 2.266 2.443 1.216
H 2.778 -1.532 -0.506 1.772 -0.068 0.123 0.509
H 1.918 -1.234 -2.061 0.855 0.265 -0.149 0.268
H 2.059 0.082 -0.893 0.157 -0.063 0.444 0.301
H 0.516 -1.069 1.439 -0.392 1.040 0.575 0.317
H 0.103 -2.731 1.037 0.928 0.555 0.704 0.252
H 1.804 -2.146 1.348 1.167 -0.396 0.148 0.471
H -1.504 2.688 1.475 0.474 -1.230 -0.470 0.320
H -0.394 3.663 0.559 -1.387 -2.102 -1.061 0.331
H -1.741 2.532 -0.258 -1.311 0.812 -1.444 0.370
H -0.494 0.026 -1.736 -0.173 -0.221 -1.128 0.480
```
Forces are in eV/Å.


[4]
Below is FHO2S as an isolated structure at a distorted geometry, with properties calculated with ωB97M-V/def2-TZVPD.

The value obtained for the largest force on an atom is 3.8 eV/A. Its net charge is 0. The orbital gap (spin up / spin down) is 9.4 / 7.7 eV. The energy above the lowest of the compared OMol25 structures with the same formula, charge and spin comes out at 278.1 kJ/mol. For the LUMO energy (spin up / spin down), the calculation gives -1.93 / -2.25 eV.

```
5
Properties=species:S:1:pos:R:3:forces:R:3:mulliken_charge:R:1
O 0.281 0.398 -1.368 0.612 1.769 3.255 -0.552
O -0.992 0.282 1.917 -0.304 -0.374 -0.490 -0.341
F 0.743 -1.031 0.753 -0.881 1.227 0.526 -0.180
S -0.063 0.397 0.841 1.729 -1.134 -1.677 0.821
H 0.031 -0.045 -2.143 -1.156 -1.487 -1.614 0.252
```
Forces are in eV/Å.